# 1
Formula: C23H37N4O3PPdS3Se
Source: the Open Molecules 2025 dataset
Level of theory: the ωB97M-V functional and the def2-TZVPD basis

CARTESIAN COORDINATES (ANGSTROEM)
Pd1 -1.44 -0.36 -1.16
C1 4.73 -0.56 1.82
C2 3.97 -1.78 1.31
N1 2.52 -1.64 1.35
C3 1.83 -2.28 2.46
C4 1.76 -1.44 3.74
C5 1.89 -0.79 0.46
S1 0.24 -0.42 0.77
N2 2.70 -0.34 -0.48
C6 2.29 0.32 -1.59
O1 1.17 0.44 -2.06
C7 3.46 0.92 -2.38
C8 4.79 0.72 -2.02
C9 5.81 1.29 -2.77
C10 5.51 2.06 -3.89
C11 4.18 2.26 -4.25
C12 3.16 1.69 -3.50
H1 5.81 -0.73 1.76
H2 4.48 -0.35 2.86
H3 4.47 0.30 1.22
H4 4.22 -2.65 1.93
H5 4.28 -2.00 0.29
H6 2.34 -3.22 2.66
H7 0.82 -2.51 2.13
H8 2.76 -1.26 4.15
H9 1.17 -1.96 4.49
H10 1.29 -0.49 3.51
H11 5.00 0.11 -1.15
H12 6.84 1.13 -2.49
H13 6.30 2.51 -4.47
H14 3.94 2.86 -5.11
H15 2.12 1.83 -3.75
C13 0.36 -1.80 -3.64
N3 -0.09 -2.63 -2.53
C14 0.08 -3.99 -2.46
C15 -0.60 -4.41 -1.37
N4 -1.16 -3.29 -0.80
C16 -2.12 -3.30 0.28
C17 -0.90 -2.18 -1.54
Se1 -3.17 -1.28 -2.64
H16 1.44 -1.72 -3.64
H17 -0.09 -0.81 -3.51
H18 -0.01 -2.23 -4.57
H19 0.67 -4.54 -3.17
H20 -0.71 -5.39 -0.95
H21 -1.81 -4.02 1.04
H22 -3.11 -3.53 -0.11
H23 -2.16 -2.30 0.72
C18 -3.32 3.93 3.47
C19 -2.18 3.72 2.47
C20 -1.55 2.34 2.60
O2 -2.65 4.07 1.17
P1 -3.31 3.13 0.02
S2 -4.31 4.35 -1.15
S3 -1.82 2.04 -0.74
O3 -4.31 2.30 1.00
C21 -5.13 1.16 0.69
C22 -5.66 1.14 -0.74
C23 -4.40 -0.12 1.05
H24 -2.95 3.82 4.49
H25 -4.10 3.18 3.28
H26 -3.75 4.92 3.34
H27 -1.41 4.47 2.68
H28 -2.30 1.56 2.45
H29 -1.12 2.24 3.60
H30 -0.77 2.20 1.86
H31 -5.98 1.28 1.37
H32 -4.89 0.79 -1.44
H33 -5.97 2.14 -1.03
H34 -6.51 0.46 -0.80
H35 -3.55 -0.27 0.38
H36 -5.07 -0.98 0.93
H37 -4.05 -0.08 2.08

Net charge: -2
DFT total energy: -147180.06081 eV

Formally, the Löwdin partial charges of the atoms, in units of the elementary charge, are as follows: 0.138, -0.091, -0.235, -0.147, -0.286, -0.096, -0.697, 0.687, 0.076, -0.467, -0.029, -0.121, -0.040, -0.108, -0.123, -0.097, -0.022, 0.063, 0.055, 0.058, 0.102, 0.100, 0.102, 0.066, 0.053, 0.065, 0.051, 0.088, 0.088, 0.086, 0.092, 0.118, -0.065, -0.130, -0.076, -0.078, -0.148, -0.072, -0.517, -0.170, 0.084, 0.049, 0.084, 0.105, 0.102, 0.080, 0.072, 0.044, -0.065, -0.466, -0.099, -0.355, -0.171, 0.120, 0.247, -0.340, -0.461, -0.101, -0.082, 0.069, 0.070, 0.076, 0.130, 0.059, 0.076, 0.019, 0.126, 0.006, 0.024, 0.076, 0.002, 0.080, 0.071


# 2
Formula: C5H10N2
Source: the Open Molecules 2025 dataset
Level of theory: the ωB97M-V functional and the def2-TZVPD basis

CARTESIAN COORDINATES (ANGSTROEM)
C1 2.22 1.11 -0.19
N1 1.29 0.22 0.00
C2 1.64 -1.23 -0.08
C3 -0.06 0.57 0.13
N2 -1.27 0.09 0.13
C4 -2.12 -1.04 0.17
C5 -1.39 1.63 0.00
H1 3.27 0.86 -0.30
H2 1.88 2.23 -0.17
H3 2.55 -1.28 0.37
H4 1.60 -1.53 -1.21
H5 0.88 -1.74 0.47
H6 -2.83 -1.08 1.19
H7 -1.55 -1.95 0.21
H8 -2.94 -0.79 -0.62
H9 -1.64 2.03 0.92
H10 -1.54 1.87 -1.02

Structure (SMILES): C=[N+](C)C1=[N+](C)C1
Net charge: +2
DFT total energy: -8304.13715 eV

Formally, the Löwdin partial charges of the atoms, in units of the elementary charge, are as follows: 0.304, -0.066, 0.091, 0.016, -0.028, 0.026, 0.262, 0.155, 0.191, 0.079, 0.181, 0.099, 0.207, 0.087, 0.170, 0.111, 0.116


# 3
Formula: C43H53BrN2O3PRhSSbSi3
Source: the Open Molecules 2025 dataset
Level of theory: the ωB97M-V functional and the def2-TZVPD basis

CARTESIAN COORDINATES (ANGSTROEM)
Rh1 -0.54 0.14 -0.30
Br1 1.24 3.29 0.47
C1 0.08 2.52 1.72
C2 -0.29 3.29 2.81
C3 -1.18 2.76 3.72
C4 -1.65 1.48 3.52
C5 -1.19 0.76 2.44
N1 -0.33 1.26 1.52
C6 -1.61 -0.68 2.27
O1 -2.15 -1.24 3.20
O2 -1.25 -1.20 1.15
H1 0.12 4.29 2.92
H2 -1.51 3.35 4.57
H3 -2.35 1.00 4.18
N2 -0.82 -1.40 -1.66
C7 -0.09 -1.48 -2.91
C8 -0.30 -2.54 -3.78
C9 0.48 -2.66 -4.92
C10 1.49 -1.73 -5.16
C11 1.67 -0.65 -4.31
C12 0.85 -0.51 -3.19
P1 0.87 0.89 -2.05
C13 2.46 1.71 -2.24
C14 2.78 2.43 -3.40
C15 4.01 3.05 -3.51
C16 4.94 2.96 -2.48
C17 4.64 2.23 -1.34
C18 3.41 1.61 -1.22
C19 -0.35 2.00 -2.80
C20 -1.71 1.35 -2.74
C21 -2.91 2.33 -2.74
C22 -2.60 3.74 -3.14
C23 -1.36 4.20 -3.21
C24 -0.21 3.32 -2.94
H4 -1.82 -1.48 -1.84
H5 -0.56 -2.18 -1.05
H6 -1.08 -3.27 -3.57
H7 0.33 -3.49 -5.59
H8 2.13 -1.84 -6.03
H9 2.45 0.07 -4.51
H10 2.06 2.50 -4.21
H11 4.24 3.62 -4.40
H12 5.89 3.47 -2.57
H13 5.37 2.14 -0.54
H14 3.16 1.06 -0.32
H15 -1.79 0.47 -3.38
H16 -3.79 1.94 -3.26
H17 -3.45 4.41 -3.30
H18 -1.16 5.23 -3.45
H19 0.75 3.79 -2.82
C25 1.49 -0.94 4.21
Si1 2.67 -1.49 2.88
C26 3.82 -2.81 3.51
C27 3.61 -0.04 2.18
Sb1 1.36 -2.48 0.92
Si2 0.09 -4.59 1.68
C28 -0.82 -4.34 3.26
C29 1.38 -5.93 1.84
C30 -1.02 -4.92 0.21
Si3 3.24 -3.35 -0.62
C31 4.61 -4.30 0.21
C32 3.94 -1.83 -1.45
C33 2.40 -4.43 -1.89
H20 2.03 -0.55 5.07
H21 0.86 -1.77 4.55
H22 0.82 -0.16 3.86
H23 4.44 -2.44 4.33
H24 4.48 -3.17 2.72
H25 3.25 -3.67 3.89
H26 4.11 0.53 2.96
H27 2.92 0.64 1.67
H28 4.36 -0.37 1.46
H29 -0.12 -4.34 4.11
H30 -1.54 -5.14 3.41
H31 -1.36 -3.39 3.27
H32 1.91 -5.84 2.79
H33 2.12 -5.88 1.03
H34 0.91 -6.91 1.80
H35 -1.74 -4.11 0.11
H36 -1.57 -5.85 0.34
H37 -0.43 -4.99 -0.71
H38 5.29 -3.64 0.75
H39 5.20 -4.84 -0.54
H40 4.23 -5.04 0.92
H41 4.66 -1.32 -0.80
H42 3.15 -1.12 -1.69
H43 4.45 -2.08 -2.38
H44 1.92 -5.30 -1.44
H45 3.13 -4.79 -2.62
H46 1.64 -3.87 -2.45
C34 -7.90 3.82 2.90
C35 -7.68 5.28 2.61
O3 -8.54 6.11 2.64
S1 -5.96 5.87 2.40
C36 -5.17 4.63 1.43
C37 -5.78 4.01 0.34
C38 -5.06 3.16 -0.48
C39 -3.71 2.91 -0.24
C40 -3.11 3.51 0.86
C41 -3.82 4.37 1.68
C42 -2.93 2.13 -1.21
C43 -1.96 1.20 -1.24
H47 -8.92 3.55 2.63
H48 -7.77 3.69 3.97
H49 -7.18 3.18 2.39
H50 -6.82 4.22 0.12
H51 -5.55 2.70 -1.32
H52 -2.07 3.33 1.04
H53 -3.34 4.85 2.52

Net charge: +1
DFT total energy: -177916.29399 eV

These are the Löwdin partial charges, in e, on atoms 1 to 99: 0.875, 0.936, -0.724, -0.108, -0.019, 0.023, -0.186, -0.004, -0.613, 0.079, -0.268, 0.113, 0.129, 0.136, -0.016, -0.312, -0.027, -0.051, -0.047, -0.045, -0.287, 1.048, -0.393, -0.106, -0.056, -0.055, -0.058, -0.175, -0.308, -0.254, -0.178, -0.017, -0.053, -0.084, 0.129, 0.019, 0.127, 0.117, 0.115, 0.106, 0.112, 0.114, 0.113, 0.115, 0.052, 0.134, 0.147, 0.117, 0.107, 0.091, -0.197, 0.293, -0.213, -0.224, 0.969, 0.316, -0.201, -0.220, -0.229, 0.296, -0.220, -0.223, -0.217, 0.044, 0.034, 0.009, 0.041, 0.002, 0.030, 0.045, -0.008, 0.024, 0.034, 0.044, 0.006, 0.032, -0.002, 0.041, 0.024, 0.040, 0.012, 0.022, 0.039, 0.018, 0.025, -0.018, 0.045, 0.021, 0.042, 0.002, -0.049, -0.721, 0.040, 1.025, -0.544, -0.085, -0.009, -0.168, -0.014